80
Properties=species:S:1:pos:R:3:forces:R:3 method="wB97M-V/def2-TZVPD" e_tot_ha=-1680.0350 lumo_energy_ev=0.6 homo_energy_ha=-0.300 relative_energy_kj_mol=11.8 gap_ev=8.79
C 5.770905 3.373788 -0.123878 -0.158 -0.133 -0.154
C 4.499153 3.164090 -0.937643 0.001 0.255 0.045
C 3.299018 3.943632 -0.398197 0.061 -0.367 0.047
C 2.854805 3.480121 0.988448 -0.112 0.311 -0.095
C 1.531389 4.106662 1.437125 -0.041 -0.104 -0.041
C 0.301981 3.597282 0.682930 0.225 -0.096 0.276
C -0.067710 2.154822 1.044920 0.095 0.356 -0.280
N -0.990453 1.605107 0.058822 -0.160 -0.022 -0.177
C -2.369136 1.596183 0.513947 -0.026 0.010 -0.129
C -2.643903 0.683446 1.685124 -0.038 0.114 0.095
C -2.547631 -0.637331 1.744442 -0.143 -0.251 0.071
C -2.254016 -1.650340 0.669733 0.242 0.067 0.183
C -0.918095 -2.363140 0.841910 -0.035 -0.127 0.308
C -0.066029 -2.124461 1.908712 -0.314 -0.051 -0.177
C 1.134427 -2.804449 2.033639 0.372 -0.209 0.067
C 1.500089 -3.752477 1.086025 -0.226 0.076 0.019
O 2.647620 -4.480185 1.109326 -0.172 -0.037 -0.236
C 3.574321 -4.241997 2.140321 0.120 0.025 0.154
C 0.639813 -4.003998 0.016178 0.121 -0.069 0.113
C -0.545822 -3.316808 -0.102163 0.091 -0.005 0.180
N -2.428641 -1.185023 -0.697442 -0.213 -0.300 -0.139
C -3.602160 -1.687753 -1.404617 -0.081 0.125 -0.239
C -4.838008 -0.965779 -0.937333 -0.020 -0.149 -0.047
C -5.664710 -1.506332 0.038602 0.030 0.092 -0.150
C -6.754990 -0.799525 0.514009 -0.170 0.210 0.041
C -7.003276 0.459439 0.000960 0.096 -0.097 0.002
F -8.061843 1.157508 0.464805 0.069 -0.043 -0.041
C -6.202909 1.021391 -0.977153 -0.167 0.037 0.141
C -5.120349 0.299247 -1.443067 -0.074 -0.111 0.018
C -1.659746 -0.270569 -1.337107 0.213 -0.236 0.177
O -1.886302 0.043605 -2.491490 -0.034 0.293 -0.335
C -0.519099 0.364762 -0.545502 0.336 0.237 -0.097
C 0.642617 0.656911 -1.517474 -0.235 -0.181 0.126
C 1.479826 -0.572927 -1.707573 0.055 0.067 -0.073
C 1.156222 -1.512015 -2.678144 -0.023 0.030 -0.040
C 1.918350 -2.655787 -2.833468 0.063 -0.086 -0.074
C 3.016953 -2.877039 -2.020688 0.067 -0.078 -0.068
C 3.343468 -1.951249 -1.045840 0.095 -0.020 0.029
C 2.575723 -0.811892 -0.887886 0.019 -0.010 0.010
H 6.609366 2.869230 -0.598930 0.127 -0.019 0.030
H 5.662777 2.975606 0.881784 0.055 -0.013 0.135
H 6.005553 4.433727 -0.051506 0.071 0.124 0.046
H 4.256228 2.098848 -0.964866 -0.040 -0.049 -0.078
H 4.683451 3.481676 -1.966719 -0.011 -0.090 -0.038
H 3.546002 5.007255 -0.359321 -0.041 0.093 -0.036
H 2.473985 3.823773 -1.102692 -0.054 0.087 -0.035
H 2.769266 2.391752 0.992334 0.076 -0.133 0.034
H 3.622255 3.747844 1.717137 0.045 -0.108 0.034
H 1.600904 5.189318 1.308769 0.013 0.054 0.102
H 1.390962 3.911024 2.503694 -0.005 0.102 0.074
H 0.468481 3.648514 -0.392558 -0.063 -0.011 -0.056
H -0.547088 4.245918 0.905707 -0.076 0.029 -0.087
H 0.834653 1.540740 1.074516 -0.002 -0.043 0.054
H -0.502031 2.126741 2.051876 0.070 -0.071 0.002
H -3.011210 1.339373 -0.331652 -0.030 0.169 0.105
H -2.609564 2.622716 0.802005 -0.099 -0.077 -0.040
H -2.914336 1.192671 2.602398 -0.050 -0.074 0.138
H -2.749577 -1.116691 2.696267 0.003 0.059 0.141
H -3.018385 -2.429931 0.802466 0.078 0.170 -0.082
H -0.326946 -1.385077 2.651969 -0.006 0.079 0.049
H 1.771720 -2.581452 2.874713 0.101 -0.006 0.061
H 4.414771 -4.904925 1.940866 -0.031 0.062 0.057
H 3.922633 -3.204214 2.135429 -0.020 -0.013 0.009
H 3.153988 -4.479015 3.123335 0.009 0.031 -0.038
H 0.930558 -4.742458 -0.712758 0.045 -0.085 -0.106
H -1.190133 -3.514647 -0.945385 -0.072 -0.023 -0.142
H -3.432174 -1.495513 -2.466759 -0.067 -0.156 0.175
H -3.690862 -2.764924 -1.239733 0.030 0.053 0.010
H -5.467289 -2.494420 0.428740 0.043 -0.116 0.036
H -7.406057 -1.209899 1.269560 -0.086 -0.013 0.075
H -6.432230 2.002887 -1.360557 -0.051 0.105 -0.031
H -4.484889 0.713597 -2.211568 0.090 0.056 -0.087
H -0.159346 -0.338628 0.218576 -0.066 0.173 -0.160
H 1.253567 1.462603 -1.114899 0.038 0.062 0.063
H 0.212577 0.984819 -2.464598 0.044 0.096 0.093
H 0.302804 -1.335219 -3.315998 -0.110 0.038 -0.092
H 1.657826 -3.375722 -3.596086 -0.023 -0.061 -0.071
H 3.615779 -3.767267 -2.143250 0.047 -0.087 -0.008
H 4.203042 -2.115976 -0.411745 0.066 -0.021 0.069
H 2.837118 -0.091592 -0.123896 0.020 0.107 0.084

***

13
Properties=species:S:1:pos:R:3:forces:R:3 method="wB97M-V/def2-TZVPD" e_tot_ha=-923.0177 lumo_energy_ev=-4.3 charge=+1 smiles="C[C@H]1[NH+]=C(I)NS1" homo_energy_ha=-0.498 relative_energy_kj_mol=34.0 gap_ev=9.26
C 1.678260 0.592551 -0.129108 -0.812 -0.639 -2.673
C 0.792750 -0.647952 0.033312 -1.009 1.433 0.082
N -0.374495 -0.241957 0.882914 -0.355 -0.075 -1.880
C -1.532517 -0.034946 0.232923 0.513 -0.527 2.537
I -3.204300 0.687107 1.248234 0.391 -0.006 -0.271
N -1.630183 -0.494033 -0.993525 1.350 0.574 1.152
S -0.039795 -1.058158 -1.568345 -0.280 -0.420 -0.129
H 0.919570 1.330676 -0.396281 0.556 0.602 0.238
H 2.406494 0.589176 -0.979303 -0.708 -0.537 0.565
H 2.241462 0.816507 0.713038 0.725 0.561 1.851
H 1.179991 -1.443998 0.633574 0.752 -1.038 -0.650
H -0.064591 -0.050952 1.825681 -1.155 0.390 0.205
H -2.372646 -0.044021 -1.503115 0.031 -0.319 -1.026

***

82
Properties=species:S:1:pos:R:3:forces:R:3 method="wB97M-V/def2-TZVPD" e_tot_ha=-4825.8966 lumo_energy_ev="-1.7 / -4.8" charge=+1 multiplicity=6 homo_energy_ha="-0.364 / -0.410" relative_energy_kj_mol=0.0 gap_ev="8.18 / 6.37"
Ir -1.036542 0.188613 1.068330 -0.036 0.019 -0.003
C -1.504377 -4.073640 0.844901 -0.008 0.013 -0.002
C -2.449191 -2.932030 1.188456 -0.016 0.000 -0.012
C -3.744063 -3.433943 1.811219 0.003 0.001 0.004
O -1.811413 -2.006914 2.082779 0.021 0.025 -0.013
C -2.780739 -2.148617 -0.090217 0.042 -0.046 0.002
O -3.398102 -2.677556 -0.984399 -0.030 0.013 0.020
O -2.362617 -0.905915 -0.151880 0.023 -0.006 -0.004
H -1.302264 -4.674073 1.734870 0.001 -0.001 0.001
H -0.560379 -3.684597 0.461918 -0.005 -0.006 0.000
H -1.954728 -4.714666 0.089415 -0.001 0.001 -0.001
H -3.523925 -4.013272 2.709314 -0.002 -0.001 0.002
H -4.274908 -4.066007 1.102127 0.000 -0.001 -0.002
H -4.383973 -2.595470 2.085250 -0.001 0.002 0.001
H -1.324628 -2.474148 2.771542 -0.021 -0.018 0.003
C 3.699386 1.113073 0.993986 0.007 0.031 -0.008
C 2.920326 1.304237 -0.315748 0.007 -0.002 0.008
C 3.906415 1.680176 -1.429342 0.010 0.020 0.012
C 1.953448 2.471598 -0.051664 0.018 0.008 0.001
P 1.925313 -0.228312 -0.730068 0.009 -0.022 -0.002
N 0.638547 -0.211749 0.268012 -0.045 0.024 -0.027
C 2.874709 -1.799009 -0.355008 -0.010 -0.011 0.002
C 2.155843 -3.015439 -0.955852 -0.008 0.019 -0.017
C 2.877503 -2.023398 1.166964 0.007 0.003 0.009
C 4.312749 -1.772857 -0.887538 -0.001 0.015 -0.009
C 1.297826 -0.191995 -2.495747 -0.007 -0.003 0.002
C 2.378755 -0.566274 -3.517820 0.011 0.009 0.004
C 0.096532 -1.145188 -2.629630 0.021 0.013 -0.015
C 0.763591 1.207777 -2.834062 -0.007 0.011 0.004
H 4.149911 2.075498 1.244626 0.001 0.003 0.003
H 4.506865 0.389493 0.919358 -0.008 0.004 0.007
H 3.040699 0.840125 1.817817 -0.007 0.012 0.006
H 4.493267 2.532380 -1.080388 0.007 -0.002 0.003
H 3.408911 1.986217 -2.347116 0.048 -0.008 0.037
H 4.604571 0.878266 -1.664322 0.016 -0.024 0.007
H 2.560500 3.353900 0.162316 0.001 0.004 -0.002
H 1.335705 2.274366 0.824967 0.004 0.003 -0.008
H 1.303421 2.711062 -0.886507 -0.006 -0.007 -0.005
H 1.111384 -3.060175 -0.652242 -0.010 0.008 -0.003
H 2.651040 -3.910575 -0.574603 -0.002 0.001 0.001
H 2.210035 -3.053235 -2.040376 0.007 0.010 -0.025
H 1.860218 -2.089651 1.554468 -0.001 -0.007 -0.005
H 3.412432 -1.258406 1.720422 -0.002 -0.015 -0.002
H 3.375284 -2.976160 1.358567 0.000 0.001 -0.001
H 4.357830 -1.612225 -1.963773 0.005 0.000 0.007
H 4.761289 -2.747643 -0.684127 0.003 0.001 -0.002
H 4.933294 -1.025026 -0.399983 0.001 0.003 -0.010
H 2.710808 -1.597501 -3.425417 -0.008 -0.028 0.011
H 3.251062 0.084258 -3.469804 -0.017 -0.018 -0.008
H 1.943833 -0.456740 -4.513568 0.001 -0.001 -0.003
H 0.354471 -2.193176 -2.523237 0.011 -0.017 0.009
H -0.308229 -1.014410 -3.635636 -0.003 -0.003 0.003
H -0.694074 -0.906403 -1.919636 -0.007 0.001 0.012
H 1.542363 1.965233 -2.885097 -0.053 -0.009 0.003
H -0.006076 1.528210 -2.131103 -0.010 0.003 0.000
H 0.307075 1.146838 -3.824231 -0.008 0.001 0.003
C -3.506902 4.740696 -1.074399 0.011 0.002 -0.008
N -3.787684 3.346920 -1.335006 -0.036 -0.009 0.048
C -4.872013 2.945601 -2.232316 -0.020 -0.003 0.008
C -4.821476 1.409843 -2.166927 -0.004 -0.001 -0.024
N -3.562667 1.172462 -1.464835 0.013 0.001 0.003
C -3.060610 2.292224 -0.963669 0.008 -0.007 -0.002
S -1.642679 2.427602 -0.002868 0.013 0.002 -0.020
H -4.402032 5.227102 -0.686855 -0.001 -0.002 -0.004
H -3.197124 5.246999 -1.990782 0.004 0.003 0.000
H -2.713734 4.819470 -0.336599 -0.002 0.001 0.002
H -4.686085 3.329624 -3.237783 0.022 -0.008 -0.003
H -5.819900 3.351367 -1.879963 -0.001 0.003 -0.016
H -4.804711 0.951311 -3.153017 -0.013 -0.003 0.005
H -5.657273 0.992205 -1.605378 0.004 0.009 0.018
H -3.231680 0.255994 -1.154077 0.023 0.000 -0.032
Br 0.386600 1.761131 7.460224 0.000 -0.001 0.000
C -0.019787 1.279873 5.683402 -0.005 -0.002 -0.019
C -1.271748 1.578982 5.163712 0.028 -0.006 0.014
C -1.567155 1.217674 3.859549 -0.009 0.018 -0.021
C -0.614513 0.583944 3.047000 0.003 -0.035 0.060
C 0.630650 0.280753 3.612600 0.025 0.002 -0.032
C 0.936156 0.625489 4.918286 -0.017 0.016 0.020
H -2.006303 2.082908 5.776583 -0.001 0.000 0.001
H -2.550706 1.451025 3.469546 -0.002 -0.006 0.003
H 1.373828 -0.237716 3.018267 0.009 0.004 0.005
H 1.902564 0.391592 5.343821 0.001 -0.003 0.000